[1]
{"formula": "C4H12OP2", "method": "ωB97M-V with the def2-TZVPD basis set", "total_charge": 0, "smiles": "CC(C)OC(P)P", "homo_energy_ev": -9.35, "lumo_energy_ev": 1.0, "homo_lumo_gap_ha": 0.3803, "species": ["C", "C", "C", "O", "C", "P", "P", "H", "H", "H", "H", "H", "H", "H", "H", "H", "H", "H", "H"], "coordinates": [[1.89408, 0.24675, -1.22503], [0.96152, -0.27053, -0.10339], [1.74777, -0.39866, 1.18801], [-0.14961, 0.54083, 0.19161], [-1.58502, 0.22707, -0.44548], [-2.11140, -1.65358, -0.44367], [-2.61629, 1.49239, 0.44971], [1.55723, -0.22493, -2.12106], [1.71251, 1.26993, -1.31916], [2.83349, 0.03853, -1.02828], [0.57492, -1.33962, -0.54322], [1.92219, 0.56466, 1.46469], [2.68164, -1.01273, 1.14968], [1.21563, -0.83821, 1.91804], [-1.50779, 0.65203, -1.43151], [-1.64396, -1.91356, 0.93965], [-3.51125, -1.60170, -0.20451], [-2.07429, 2.51654, -0.11037], [-1.90137, 1.70480, 1.67428]], "mulliken_charge": [-1.704, 0.884, -1.755, -0.340, -0.256, -0.058, -0.047, 0.373, 0.374, 0.502, 0.162, 0.450, 0.385, 0.449, 0.389, 0.065, 0.081, 0.004, 0.041]}

=====

[2]
{"formula": "C5H12N3O", "method": "ωB97M-V with the def2-TZVPD basis set", "total_charge": 1, "spin_multiplicity": 3, "homo_energy_ev": [-10.56, -14.26], "lumo_energy_ev": [-4.7, -5.3], "homo_lumo_gap_ha": [0.2166, 0.3301], "species": ["C", "C", "C", "C", "C", "N", "N", "N", "O", "H", "H", "H", "H", "H", "H", "H", "H", "H", "H", "H", "H"], "coordinates": [[0.72149, -1.58918, -2.43038], [-0.99351, -0.84773, -1.00394], [0.94852, -2.17648, -0.21688], [-0.16258, 0.78724, 2.07983], [0.43275, 1.52510, -1.41171], [0.27957, -1.44436, -1.30277], [0.51664, 0.65916, 0.80989], [-0.21589, 0.91547, -0.22425], [1.17517, -1.31059, -3.46692], [-1.49695, -0.51220, -1.83822], [-1.61369, -1.39978, -0.33043], [0.98446, -1.27128, 0.51486], [0.29580, -2.85695, 0.31293], [1.83916, -2.65593, -0.60099], [-0.19132, 1.86344, 2.51141], [-1.31041, 0.55997, 2.08821], [0.19442, 0.17722, 2.89559], [-0.30627, 1.36187, -2.19695], [0.71219, 2.58904, -1.12573], [1.25118, 0.91847, -1.62554], [-1.10595, 1.33976, -0.11796]], "mulliken_charge": [0.700, -0.708, -0.798, -0.812, -0.852, 0.084, -0.666, 0.263, -0.262, 0.459, 0.302, 0.337, 0.315, 0.363, 0.318, 0.277, 0.345, 0.340, 0.312, 0.320, 0.362]}

=====

[3]
{"formula": "C11H27Cl2CrN2OP2", "method": "ωB97M-V with the def2-TZVPD basis set", "total_charge": 2, "spin_multiplicity": 4, "homo_energy_ev": [-15.65, -16.05], "lumo_energy_ev": [-8.8, -7.5], "homo_lumo_gap_ha": [0.2511, 0.3154], "species": ["C", "C", "H", "H", "H", "O", "Cl", "Cr", "P", "C", "C", "H", "H", "H", "H", "H", "H", "C", "H", "H", "H", "P", "C", "C", "H", "H", "H", "C", "H", "H", "H", "H", "H", "H", "Cl", "C", "N", "C", "C", "N", "H", "H", "H", "H", "H", "H"], "coordinates": [[1.96376, -0.00674, -1.32998], [1.84683, 0.35633, 0.12384], [2.52221, -0.94859, -1.42975], [2.54791, 0.76688, -1.83776], [0.99322, -0.10571, -1.89405], [2.63738, 1.10324, 0.72699], [-2.76506, -0.25946, -1.72683], [-0.83766, -0.15720, -0.67688], [-0.77084, 2.27003, -1.09338], [0.47207, 3.31466, -0.27826], [-0.64713, 2.63677, -2.87091], [-0.83483, 3.70428, -3.04518], [-2.40059, 4.05427, -0.89086], [-1.38151, 2.02946, -3.41456], [-3.19218, 2.43696, -0.96890], [1.47738, 2.87505, -0.31953], [0.35937, 2.37277, -3.22001], [-2.35017, 3.00793, -0.55832], [0.46484, 4.30951, -0.74716], [-2.38780, 2.95470, 0.53702], [0.19429, 3.40823, 0.77894], [-0.49312, -2.51352, -0.98853], [0.91111, -3.31686, -0.18019], [-1.95613, -3.34695, -0.30607], [-1.24441, -2.61728, -3.27188], [-0.40278, -4.13146, -2.76129], [0.53783, -2.65338, -3.16847], [-0.39179, -3.03119, -2.71636], [-2.84944, -2.91075, -0.76233], [-1.88386, -4.41874, -0.52077], [1.06000, -4.31416, -0.61746], [0.74338, -3.41145, 0.90039], [-1.98144, -3.16485, 0.77339], [1.80793, -2.70722, -0.33747], [-1.75010, 0.11676, 1.66381], [1.99556, -0.33160, 3.23988], [0.64485, 0.20432, 3.04883], [-0.00852, 0.85899, 4.19313], [0.12086, 0.13223, 1.84063], [0.74468, -0.27208, 0.73729], [2.27718, -0.09748, 4.26905], [2.69931, 0.14612, 2.54115], [1.98773, -1.42650, 3.11469], [0.21966, 1.93709, 4.16952], [-1.09628, 0.71027, 4.15410], [0.39631, 0.43632, 5.12047]], "mulliken_charge": [-0.930, 0.563, 0.345, 0.344, 0.130, -0.596, -0.427, -0.457, 1.051, -1.153, -1.230, 0.447, 0.422, 0.370, 0.373, 0.315, 0.359, -1.179, 0.455, 0.336, 0.344, 1.141, -1.150, -1.227, 0.379, 0.452, 0.366, -1.251, 0.392, 0.428, 0.459, 0.328, 0.331, 0.271, -0.098, -0.871, 0.161, -0.909, 0.459, 0.333, 0.390, 0.358, 0.297, 0.355, 0.388, 0.335]}

=====

[4]
{"formula": "C28H49N2OPbSSi", "method": "ωB97M-V with the def2-TZVPD basis set", "total_charge": 1, "homo_energy_ev": -9.62, "lumo_energy_ev": -3.0, "homo_lumo_gap_ha": 0.2424, "species": ["Pb", "C", "C", "C", "C", "N", "C", "C", "C", "C", "C", "C", "N", "H", "H", "H", "H", "H", "H", "H", "H", "C", "C", "C", "C", "Si", "C", "C", "C", "C", "C", "C", "C", "C", "H", "H", "H", "H", "H", "H", "H", "H", "H", "H", "H", "H", "H", "H", "H", "H", "H", "H", "H", "H", "H", "H", "H", "H", "H", "H", "H", "C", "C", "C", "S", "O", "C", "C", "C", "H", "H", "H", "H", "H", "H", "H", "H", "H", "H", "H", "H", "H", "H"], "coordinates": [[0.94844, -1.00009, -0.87133], [5.71442, -1.32162, -0.31153], [5.91520, -1.48682, 1.04826], [4.81779, -1.61269, 1.88153], [3.53866, -1.54671, 1.33683], [3.35338, -1.33575, 0.03013], [4.41325, -1.25241, -0.77152], [2.31273, -1.75409, 2.15498], [2.38252, -1.98299, 3.52498], [1.22371, -2.23243, 4.23760], [0.01766, -2.25221, 3.56103], [0.01955, -1.99630, 2.20340], [1.13546, -1.74826, 1.51056], [6.54047, -1.24558, -1.00389], [6.91524, -1.53475, 1.45783], [4.96923, -1.76711, 2.93793], [4.21012, -1.12823, -1.82762], [3.33015, -1.97084, 4.03911], [1.26805, -2.41020, 5.30357], [-0.91712, -2.44401, 4.06842], [-0.90115, -1.96151, 1.63678], [2.83871, 2.23027, 1.45787], [1.31136, 2.37606, 1.36125], [0.95047, 3.84581, 1.62204], [0.72827, 1.55738, 2.52155], [0.72257, 1.74501, -0.37676], [1.81619, 2.45844, -1.81382], [2.19447, 3.93556, -1.63680], [1.09077, 2.31933, -3.16147], [3.10317, 1.63556, -1.96466], [-1.14996, 2.16391, -0.69590], [-1.71742, 1.36113, -1.87556], [-1.39615, 3.65112, -0.99566], [-1.97898, 1.80124, 0.54694], [3.16283, 2.48513, 2.47255], [3.36979, 2.89078, 0.77349], [3.16360, 1.20459, 1.25681], [1.39631, 4.16145, 2.57206], [-0.12658, 3.98704, 1.71332], [1.31538, 4.52231, 0.85067], [1.20326, 1.87785, 3.45560], [0.92005, 0.49370, 2.40619], [-0.34441, 1.69601, 2.64218], [1.32385, 4.57580, -1.49279], [2.71253, 4.28503, -2.53680], [2.87085, 4.09322, -0.79690], [0.23482, 2.98550, -3.25394], [0.74464, 1.29635, -3.34474], [1.78624, 2.57264, -3.96862], [3.67713, 1.52868, -1.04613], [3.75222, 2.10075, -2.71454], [2.86654, 0.63310, -2.33567], [-1.31209, 1.67160, -2.83538], [-2.80450, 1.50427, -1.92489], [-1.54377, 0.28767, -1.77763], [-0.93778, 3.97369, -1.93084], [-1.02885, 4.29930, -0.20116], [-2.47382, 3.82891, -1.08863], [-1.80914, 0.77394, 0.87999], [-3.04418, 1.90737, 0.30846], [-1.77624, 2.47463, 1.37915], [-6.22287, -0.86628, -2.17175], [-4.90435, -1.60103, -2.38459], [-3.96288, -1.37007, -1.20975], [-2.35548, -2.13857, -1.45530], [-1.50387, -1.61480, -0.30705], [-2.73618, -3.85720, -1.07150], [-3.14069, -4.13938, 0.36718], [-3.24033, -5.63991, 0.61736], [-6.89674, -1.01960, -3.01325], [-6.05843, 0.20718, -2.06470], [-6.72743, -1.21848, -1.27054], [-4.42571, -1.25795, -3.30490], [-5.09571, -2.66962, -2.51320], [-4.38240, -1.71519, -0.26392], [-3.71603, -0.31269, -1.10075], [-1.83668, -4.41378, -1.34273], [-3.51648, -4.14112, -1.78384], [-4.09768, -3.66476, 0.59101], [-2.40232, -3.69537, 1.03623], [-3.96948, -6.10578, -0.04730], [-3.54902, -5.84342, 1.64206], [-2.27915, -6.12973, 0.45334]], "mulliken_charge": [0.939, -0.881, -0.589, -0.696, -0.001, 0.316, -0.274, 0.871, -0.580, -0.778, -0.825, -0.213, 0.083, 0.442, 0.460, 0.365, 0.491, 0.335, 0.464, 0.512, 0.447, -1.948, 2.843, -1.825, -2.161, -1.584, 2.740, -1.831, -2.209, -1.766, 2.935, -1.717, -1.704, -2.005, 0.602, 0.309, 0.201, 0.530, 0.356, 0.307, 0.588, 0.569, 0.334, 0.319, 0.536, 0.358, 0.407, 0.314, 0.630, 0.332, 0.541, 0.140, 0.130, 0.596, 0.025, 0.264, 0.324, 0.553, 0.081, 0.588, 0.474, -1.367, -0.219, -0.332, 0.165, -0.735, -0.685, 0.284, -1.494, 0.395, 0.320, 0.334, 0.339, 0.252, 0.466, 0.000, 0.491, 0.503, 0.243, -0.143, 0.356, 0.396, 0.366]}

=====

[5]
{"formula": "C5H14N2O", "method": "ωB97M-V with the def2-TZVPD basis set", "total_charge": 0, "smiles": "C[C@@H](N)CO.[H]/N=C\\C", "homo_energy_ev": -8.74, "lumo_energy_ev": 0.9, "homo_lumo_gap_ha": 0.3529, "species": ["C", "C", "N", "C", "O", "H", "H", "H", "H", "H", "H", "H", "H", "H", "H", "N", "C", "C", "H", "H", "H", "H"], "coordinates": [[0.31710, -1.51108, 1.88257], [0.00229, -0.12674, 1.35285], [-0.46798, 0.74539, 2.37631], [1.30461, 0.58842, 0.57233], [0.99412, 1.93121, 0.29189], [0.61859, -2.17208, 1.07255], [-0.56580, -1.92850, 2.36255], [1.12001, -1.46568, 2.61712], [-0.76812, -0.17585, 0.57496], [-0.57443, 1.68469, 2.00432], [0.17677, 0.78390, 3.15920], [1.88082, 0.06734, -0.20589], [2.05832, 0.63336, 1.36776], [0.29338, 1.96152, -0.39024], [-1.50819, 1.70310, -2.52402], [-0.82510, 1.42613, -1.81426], [-0.46220, 0.21869, -1.85879], [-0.90919, -0.86626, -2.77744], [0.36047, -0.02846, -1.06053], [-1.43127, -1.63467, -2.20549], [-1.57647, -0.50108, -3.56082], [-0.03773, -1.33337, -3.23692]], "mulliken_charge": [-1.481, 0.634, -0.716, -1.068, -0.603, 0.331, 0.376, 0.365, 0.280, 0.293, 0.273, 0.378, 0.398, 0.477, 0.229, -0.594, 0.783, -1.073, -0.200, 0.261, 0.351, 0.304]}

=====

[6]
{"formula": "C5H10O", "method": "ωB97M-V with the def2-TZVPD basis set", "total_charge": 0, "homo_energy_ev": -7.63, "lumo_energy_ev": 0.9, "homo_lumo_gap_ha": 0.3134, "species": ["C", "O", "C", "C", "C", "C", "H", "H", "H", "H", "H", "H", "H", "H", "H", "H"], "coordinates": [[2.87087, -0.80325, 0.25277], [1.55272, 0.06480, -0.47263], [0.47188, 0.29244, 0.45545], [-0.79595, 0.64658, -0.26420], [-2.10602, 0.30903, 0.39056], [-1.66546, -0.44957, -0.82507], [1.30088, -0.68208, -1.03588], [3.65767, -0.21718, -0.26336], [2.81631, -0.30477, 1.24326], [0.35484, -0.61081, 1.06840], [0.82326, 1.10797, 1.09158], [-0.75698, 1.57485, -0.83001], [-2.92080, 1.01954, 0.29211], [-2.07602, -0.20576, 1.34753], [-1.34770, -1.48093, -0.68777], [-2.17949, -0.26086, -1.76275]], "mulliken_charge": [-0.616, -0.365, -0.725, 0.008, -0.623, -0.561, 0.446, 0.158, 0.125, 0.372, 0.349, 0.385, 0.266, 0.236, 0.275, 0.268]}

=====

Energy above the lowest of the compared OMol25 structures with the same formula, charge and spin values (in kcal per mole) by entry order: 88.6 62.1 0.0 0.0 59.0 116.6.